[1]
Below is C3H4F2O in the gas phase at a distorted geometry, with properties calculated with wB97M-V/def2-TZVPD.

Last column: Mulliken spin population.
Element x y z (Å)
C: -0.960 0.340 0.129  1.0913
C: 0.027 0.272 -0.758  0.8076
C: 1.611 -0.019 -0.134  0.0048
O: 1.665 0.551 1.012  0.0149
F: 2.366 0.443 -1.053  0.0105
F: 1.826 -1.401 -0.083  0.0098
H: -1.962 0.337 -0.171  0.0345
H: -0.726 0.107 1.142  0.0290
H: -0.023 0.423 -1.820  0.0005
H: 2.457 0.321 1.446  -0.0029

The electronic energy is -10652.49564 eV. For the HOMO energy (spin up / spin down), the calculation gives -5.78 / -11.25 eV. The energy relative to the best compared isomer or geometry (same formula, charge and spin) is 26.5 kcal/mol. As for the LUMO energy (spin up / spin down): 0.8 / -2.3 eV. Its HOMO-LUMO gap (spin up / spin down) is 6.5 / 8.9 eV. As for the spin multiplicity: 3. The calculation puts the maximum force at 11.10 eV/Å.

[2]
Below is C3H4F2S in the gas phase at a distorted geometry, with properties calculated with wB97M-V/def2-TZVPD.

Last column: Mulliken charge in e.
Element x y z (Å)
C: 0.602 -0.883 -0.653  -0.9425
C: -0.524 0.080 -0.491  0.2060
S: -1.816 0.392 -1.405  -0.2444
C: -0.339 0.865 0.853  0.2871
F: 0.978 1.213 0.930  -0.2572
F: -0.538 -0.039 1.858  -0.2462
H: 1.516 -0.289 -0.706  0.2956
H: 0.608 -1.547 0.175  0.3136
H: 0.557 -1.513 -1.604  0.2997
H: -1.045 1.722 1.043  0.2884

The electronic energy is -19445.30454 eV. For the HOMO energy, the calculation gives -9.22 eV. The energy relative to the best compared isomer or geometry (same formula, charge and spin) is 3.8 kcal/mol. As for the LUMO energy: -0.5 eV. Its HOMO-LUMO gap is 8.7 eV. As for the structure (SMILES): CC(=S)C(F)F. The calculation puts the maximum force at 2.75 eV/Å.